# 1
{"formula": "C25H28N5O6PSZn", "method": "ωB97M-V/def2-TZVPD", "symbols": ["Zn", "O", "C", "O", "C", "C", "N", "N", "C", "C", "O", "O", "H", "H", "H", "O", "C", "O", "C", "P", "C", "C", "C", "C", "C", "C", "C", "C", "C", "C", "C", "C", "H", "H", "H", "H", "H", "H", "H", "H", "H", "H", "H", "H", "S", "C", "C", "N", "C", "C", "N", "N", "C", "C", "H", "H", "H", "H", "H", "H", "H", "H", "H", "H", "H", "H", "H"], "coordinates": [[-0.039, 0.830, 1.010], [-5.013, -2.911, 2.832], [-3.682, -2.823, 3.129], [-3.253, -3.370, 4.096], [-2.894, -2.063, 2.125], [-2.862, -2.370, 0.772], [-2.005, -1.518, 0.192], [-1.474, -0.701, 1.093], [-1.972, -1.007, 2.274], [-1.543, -0.089, 3.408], [-2.197, -0.102, 4.444], [-0.528, 0.617, 3.099], [-5.206, -2.333, 2.085], [-3.369, -3.143, 0.216], [-1.585, -1.508, -0.735], [0.379, 1.895, -2.533], [0.256, 0.740, -2.152], [-0.397, 0.339, -1.121], [0.913, -0.412, -2.965], [0.905, -1.928, -1.907], [1.828, -3.153, -2.936], [3.031, -3.740, -2.546], [3.579, -4.787, -3.280], [2.942, -5.259, -4.416], [1.749, -4.673, -4.826], [1.198, -3.639, -4.087], [2.156, -1.514, -0.626], [3.586, -0.904, -0.959], [4.681, -1.294, -0.064], [4.451, -1.921, 1.103], [3.148, -2.465, 1.423], [2.115, -2.371, 0.571], [1.904, -0.121, -3.309], [0.298, -0.603, -3.848], [3.540, -3.377, -1.661], [4.513, -5.235, -2.959], [3.362, -6.085, -4.977], [1.245, -5.036, -5.714], [0.257, -3.197, -4.399], [3.839, -0.813, -2.016], [5.693, -1.053, -0.370], [5.274, -2.130, 1.775], [3.052, -3.060, 2.324], [1.210, -2.945, 0.743], [2.287, 1.030, 0.794], [2.480, -0.080, -0.466], [0.138, 3.665, 2.774], [-0.863, 4.358, 1.976], [-0.620, 5.779, 1.805], [-1.585, 3.657, 1.058], [-1.304, 2.440, 0.753], [-2.628, 4.366, 0.455], [-3.612, 4.970, 1.343], [-3.215, 3.777, -0.733], [0.355, 4.278, 3.649], [1.064, 3.507, 2.208], [-0.237, 2.700, 3.107], [0.432, 5.945, 1.551], [-0.832, 6.320, 2.732], [-1.238, 6.184, 1.010], [-1.973, 2.036, 0.109], [-3.143, 5.291, 2.268], [-4.408, 4.256, 1.592], [-4.066, 5.834, 0.855], [-3.864, 2.919, -0.505], [-2.430, 3.463, -1.420], [-3.824, 4.535, -1.226]], "atomic_forces_ev_per_a": [[0.3863, 0.1453, -0.1194], [-0.0516, -0.0614, -0.0276], [-0.0107, 0.1648, 0.1058], [0.0502, -0.0235, -0.0022], [-0.0001, -0.2506, -0.1821], [-0.0573, 0.0499, 0.0898], [0.1094, -0.1507, 0.0141], [0.1845, -0.1584, 0.0764], [-0.1558, 0.2151, -0.0642], [0.1233, -0.0791, 0.1510], [0.0345, 0.0195, -0.0964], [-0.1149, -0.0121, 0.0299], [0.0382, 0.0387, 0.0114], [0.0473, 0.0250, -0.0172], [-0.0019, 0.1010, -0.0696], [-0.0380, 0.0731, -0.1719], [0.1605, -0.1704, -0.0465], [-0.2588, -0.0744, 0.0950], [-0.1581, 0.0113, 0.3567], [0.2489, -0.0803, -0.2073], [-0.1845, -0.0268, -0.0370], [-0.0115, 0.0420, 0.0049], [0.0202, 0.0258, 0.0006], [-0.0507, -0.0035, -0.0333], [0.0450, 0.0121, 0.0214], [0.0704, 0.0459, -0.0093], [-0.4101, 0.1596, 0.0629], [0.1220, 0.2653, -0.0968], [-0.0691, -0.0486, 0.0350], [0.0554, 0.0059, -0.0616], [0.0107, -0.0818, 0.0501], [0.0390, 0.0626, -0.0248], [0.0321, 0.0624, 0.0221], [-0.0100, -0.0204, -0.0306], [-0.0147, -0.0847, -0.0111], [-0.0148, 0.0079, 0.0160], [0.0214, 0.0241, -0.0056], [-0.0082, 0.0139, 0.0039], [-0.0035, -0.0547, 0.0042], [-0.0339, -0.0160, -0.0131], [0.0013, 0.0094, 0.0205], [0.0023, -0.0034, -0.0150], [-0.0338, 0.0038, -0.0303], [-0.0248, 0.0557, 0.0503], [-0.2318, 0.0038, 0.1676], [0.1207, -0.2627, 0.1113], [-0.0479, -0.0613, -0.0807], [-0.0349, 0.0363, 0.1071], [0.0038, -0.0274, 0.0640], [0.1261, 0.0637, -0.1085], [-0.1094, -0.0841, -0.0186], [-0.0036, -0.0083, -0.0039], [0.0142, -0.0279, -0.0634], [0.0455, 0.0479, -0.0153], [0.0246, 0.0057, -0.0002], [0.0010, 0.0429, 0.0081], [-0.0072, 0.0135, 0.0250], [-0.0035, 0.0096, -0.0318], [0.0039, -0.0150, -0.0069], [0.0151, -0.0079, -0.0206], [-0.0048, 0.0490, -0.0098], [0.0035, 0.0062, -0.0003], [0.0058, 0.0029, 0.0134], [0.0001, 0.0035, 0.0121], [0.0010, -0.0074, 0.0031], [-0.0068, -0.0214, -0.0016], [-0.0013, -0.0011, 0.0010]], "lowdin_charge": [0.50, 0.09, -0.47, 0.14, -0.07, -0.02, 0.04, 0.03, -0.11, -0.60, 0.04, -0.11, 0.10, 0.13, 0.10, 0.01, -0.74, -0.21, -0.25, 1.09, -0.36, -0.08, -0.09, -0.11, -0.11, -0.12, -0.53, -0.24, -0.08, -0.11, -0.10, -0.11, 0.08, 0.08, 0.09, 0.10, 0.09, 0.09, 0.09, 0.13, 0.10, 0.09, 0.10, 0.10, 0.66, -0.67, -0.05, -0.15, -0.06, -0.40, 0.15, -0.18, -0.06, -0.07, 0.09, 0.08, 0.06, 0.09, 0.09, 0.08, 0.05, 0.08, 0.09, 0.09, 0.09, 0.10, 0.09], "multiplicity": 2, "total_charge": -1, "fmax_ev_per_a": 0.44, "gap_ha": [0.2155, 0.2674]}

***

# 2
{"formula": "C25H28O8", "method": "ωB97M-V/def2-TZVPD", "symbols": ["C", "C", "C", "C", "C", "C", "C", "C", "C", "C", "O", "C", "C", "O", "O", "O", "C", "O", "C", "C", "C", "C", "O", "C", "C", "C", "C", "O", "C", "C", "C", "C", "O", "H", "H", "H", "H", "H", "H", "H", "H", "H", "H", "H", "H", "H", "H", "H", "H", "H", "H", "H", "H", "H", "H", "H", "H", "H", "H", "H", "H"], "coordinates": [[-6.206, 2.306, -0.297], [-5.090, 2.343, 0.741], [-4.019, 1.293, 0.448], [-2.792, 1.421, 1.350], [-1.859, 2.585, 0.969], [-1.139, 2.279, -0.314], [0.023, 1.513, -0.215], [0.699, 1.088, -1.361], [0.180, 1.381, -2.608], [-0.988, 2.124, -2.744], [-1.429, 2.333, -3.983], [-1.627, 2.632, -1.585], [-2.753, 3.548, -1.825], [-3.390, 3.567, -2.867], [-3.020, 4.446, -0.875], [1.906, 0.442, -1.363], [2.297, -0.531, -0.519], [3.377, -1.030, -0.704], [1.444, -0.955, 0.613], [0.689, -0.076, 1.391], [0.134, -0.490, 2.596], [0.292, -1.801, 3.028], [-0.209, -2.299, 4.177], [-0.947, -1.446, 5.024], [1.006, -2.701, 2.227], [1.588, -2.282, 1.052], [2.293, -3.278, 0.168], [1.795, -3.628, -0.871], [3.584, -3.799, 0.740], [4.216, -4.921, -0.081], [4.729, -4.471, -1.450], [5.830, -3.421, -1.366], [0.493, 1.239, 1.062], [-5.812, 2.511, -1.290], [-6.968, 3.048, -0.069], [-6.678, 1.326, -0.316], [-5.509, 2.162, 1.734], [-4.641, 3.337, 0.752], [-4.457, 0.301, 0.583], [-3.711, 1.367, -0.598], [-2.225, 0.488, 1.310], [-3.124, 1.567, 2.381], [-2.427, 3.505, 0.895], [-1.116, 2.709, 1.757], [0.687, 1.031, -3.491], [-2.290, 2.811, -3.946], [-3.746, 5.019, -1.175], [-0.409, 0.242, 3.171], [-0.339, -0.607, 5.374], [-1.239, -2.060, 5.875], [-1.844, -1.067, 4.525], [1.083, -3.725, 2.554], [3.384, -4.138, 1.761], [4.264, -2.948, 0.813], [3.472, -5.708, -0.228], [5.045, -5.344, 0.492], [5.110, -5.353, -1.971], [3.897, -4.074, -2.030], [6.612, -3.734, -0.676], [6.278, -3.273, -2.346], [5.427, -2.467, -1.039]], "atomic_forces_ev_per_a": [[0.0971, 0.1026, 0.2129], [-0.0132, -0.1779, -0.2250], [0.0005, 0.1777, 0.3277], [-0.0193, -0.0198, -0.1827], [-0.0215, -0.0339, 0.2779], [0.3110, -0.0812, 0.0085], [-0.1850, 0.0124, -0.1366], [-0.5761, 0.1884, -0.0586], [0.0301, -0.0493, 0.1117], [0.0331, -0.0185, 0.4898], [-0.1084, 0.1118, -0.3438], [0.1970, -0.0554, -0.1663], [-0.2233, 0.0700, -0.4109], [-0.0255, 0.0242, -0.0083], [0.0269, 0.2662, 0.3462], [0.0724, 0.3812, -0.1982], [0.4716, -0.3210, 0.2629], [-0.3560, 0.2242, -0.0986], [-0.2538, 0.2909, 0.1691], [0.0624, -0.5548, -0.0844], [-0.0714, 0.0565, 0.1870], [0.1285, 0.1197, -0.3095], [0.1715, -0.1794, -0.2379], [-0.1454, 0.1594, 0.1691], [0.0699, 0.0321, -0.0212], [-0.4917, 0.3637, 0.0114], [0.2281, -0.0905, 0.4289], [-0.0937, -0.0476, -0.0374], [0.1826, -0.4808, -0.3485], [-0.1407, 0.1410, -0.1197], [0.0962, -0.0165, 0.1023], [-0.1580, -0.1448, -0.0729], [0.3147, -0.0210, -0.1576], [0.0050, 0.0183, -0.1423], [-0.1273, 0.0391, -0.0522], [-0.0870, -0.0974, -0.0472], [0.0487, 0.0428, 0.0662], [0.0070, 0.0334, 0.0949], [-0.0140, -0.0321, -0.1020], [-0.0447, -0.1157, -0.0801], [0.0373, -0.0056, 0.1084], [0.0170, -0.0569, 0.0849], [0.0906, -0.0511, 0.0744], [-0.0811, 0.0705, -0.0300], [0.0816, -0.0481, -0.0984], [0.2042, -0.1692, 0.1582], [0.0959, -0.2391, -0.1741], [-0.0848, 0.0583, 0.0655], [-0.0180, -0.0280, -0.0278], [0.0013, 0.0858, -0.0497], [0.0392, -0.0056, 0.0011], [0.0400, -0.1507, 0.0497], [-0.0070, 0.0863, 0.0522], [-0.0625, 0.0973, 0.1405], [0.0363, -0.0577, 0.0683], [-0.0201, -0.0523, 0.0105], [-0.0533, 0.0095, -0.0452], [-0.0006, -0.0917, -0.0758], [0.1366, 0.0107, 0.0707], [0.0920, 0.0824, -0.0592], [0.0570, 0.1371, 0.0509]], "lowdin_charge": [-0.10, -0.27, -0.20, -0.17, -0.11, -0.06, -0.12, -0.14, 0.10, -0.24, 0.09, -0.02, -0.45, 0.09, 0.12, 0.15, -0.36, 0.15, 0.01, -0.17, 0.07, -0.25, -0.06, -0.07, 0.07, -0.07, -0.36, 0.14, -0.12, -0.20, -0.26, -0.11, 0.05, 0.07, 0.07, 0.07, 0.11, 0.09, 0.12, 0.11, 0.10, 0.12, 0.10, 0.12, 0.14, 0.09, 0.15, 0.12, 0.10, 0.10, 0.10, 0.13, 0.12, 0.12, 0.11, 0.11, 0.10, 0.10, 0.07, 0.07, 0.05], "relative_energy_kcal_mol": 0.0, "multiplicity": 1, "total_charge": 0, "fmax_ev_per_a": 0.63, "smiles": "CCCCCc1c2c(cc(O)c1C(=O)O)OC(=O)c1c(cc(OC)cc1C(=O)CCCC)O2", "gap_ha": 0.3257}

***

> Number 1 is which compound?

C25H28N5O6PSZn